Run P
The following is a DFT calculation (wB97M-V/def2-TZVPD) of one molecule with the formula C10H20N6O4.

Geometry as XYZ:
```
40
Properties=species:S:1:pos:R:3
H -2.008 -2.255 0.186
N -1.238 -1.707 -0.296
C -1.706 -1.216 -1.421
N -2.869 -0.563 -1.538
N -0.712 -1.108 -2.431
C 0.711 -1.304 -2.249
C 1.592 -0.112 -2.702
C 2.005 0.869 -1.675
C 0.807 1.830 -1.386
N 0.870 3.189 -1.925
C 0.607 1.871 0.211
O 0.982 2.731 1.000
N 0.020 0.752 0.693
C 0.351 0.497 2.093
C -0.821 0.341 3.099
C -1.339 -1.148 3.349
N -1.572 -1.943 2.290
O -1.531 -1.544 4.457
C 1.304 -0.726 2.207
O 1.591 -1.446 1.301
O 1.920 -0.733 3.416
H -3.704 -1.058 -1.331
H -2.994 0.120 -2.337
H -0.973 -0.591 -3.222
H 0.859 -1.579 -1.209
H 1.005 -2.157 -2.865
H 2.511 -0.550 -3.101
H 1.094 0.466 -3.508
H 2.878 1.503 -1.941
H 2.483 0.401 -0.782
H -0.158 1.426 -1.733
H 1.019 3.727 -1.160
H 0.046 3.457 -2.474
H -0.390 0.027 0.110
H 0.895 1.395 2.323
H -0.557 0.886 3.996
H -1.658 1.001 2.705
H -1.021 -1.902 1.435
H -2.041 -2.879 2.475
H 1.740 0.031 3.940
```

Summary:
2S+1 = 1
LUMO level = 0.13 eV
HOMO energy = -8.98 eV
Structure (SMILES) = [H]/N=C(\N)NCCC[C@H](N)C(=O)N[C@@H](CC(N)=O)C(=O)O
Total charge = 0

These are the Löwdin partial charges, in e, on atoms 1 to 5: atom 1 (H): 0.078, atom 2 (N): 0.028, atom 3 (C): -0.516, atom 4 (N): 0.144, atom 5 (N): 0.041

=====

Run Q
The following is a DFT calculation (wB97M-V/def2-TZVPD) of C10H20N6O4 as an isolated structure.

Geometry as XYZ:
```
40
Properties=species:S:1:pos:R:3
C 0.329 0.354 -0.334
C -0.951 -0.059 -0.921
C 0.945 -0.932 0.335
C 2.316 -0.576 0.721
C 2.947 -1.891 1.266
C 4.934 -1.505 2.875
C -3.258 1.086 -0.875
C -4.390 0.025 -0.503
C -3.138 1.472 -2.409
C -4.331 1.985 -3.103
H 0.762 1.512 1.673
H 1.068 2.553 0.170
H 1.066 0.501 -1.158
H 0.770 -1.785 -0.346
H 0.301 -1.412 1.194
H 2.925 -0.231 -0.117
H 2.341 0.235 1.671
H 3.076 -2.604 0.437
H 2.407 -2.362 2.165
H 4.916 -1.399 0.835
H 3.237 -0.167 3.004
H 6.596 -2.756 2.639
H 6.939 -1.067 3.501
H -1.321 1.583 0.034
H -3.498 2.051 -0.437
H -2.665 0.745 -3.128
H -2.323 2.219 -2.647
H -5.394 1.551 -1.575
H -6.512 2.187 -2.905
H -3.039 -1.414 -1.110
N 0.445 1.506 0.578
N 4.349 -1.964 1.647
N 4.194 -0.609 3.679
N 6.270 -1.737 2.799
N -1.937 0.782 -0.360
N -5.400 1.999 -2.482
O -1.316 -1.013 -1.652
O -5.498 0.231 0.009
O -4.148 2.125 -4.322
O -4.012 -1.217 -0.849
```

Summary:
2S+1 = 1
LUMO level = -0.10 eV
HOMO energy = -9.02 eV
Total charge = 0

These are the Löwdin partial charges, in e, on atoms 1 to 5: atom 1 (C): -0.342, atom 2 (C): -0.399, atom 3 (C): -0.198, atom 4 (C): -0.230, atom 5 (C): -0.269

=====

Which structure is the least stable? The one labeled run Q.

=====

Run P
The following is a DFT calculation (wB97M-V/def2-TZVPD) of a 2-piece molecular cluster, C7H17NOSi overall.

Geometry as XYZ:
```
27
Properties=species:S:1:pos:R:3
C 0.099 -0.811 2.639
C -0.624 -0.882 1.552
C -1.632 -2.320 -1.567
C -1.153 2.929 -0.368
C 1.167 2.498 0.210
C 2.359 -1.447 0.200
C -1.095 -0.936 -1.783
N -0.001 2.137 -0.585
O 1.201 -1.316 -0.555
Si -0.116 -0.463 -0.156
H -0.202 -1.384 3.624
H 1.081 -0.387 2.831
H -1.663 -1.220 1.741
H -2.188 -2.429 -0.593
H -2.329 -2.728 -2.357
H -0.736 -2.890 -1.574
H -1.854 2.566 -1.058
H -1.636 2.894 0.571
H -0.879 3.961 -0.649
H 1.563 3.631 -0.048
H 0.961 2.433 1.347
H 2.063 1.673 0.086
H 2.600 -2.478 0.403
H 2.289 -0.837 1.073
H 3.295 -1.022 -0.511
H -1.925 -0.259 -1.727
H -0.645 -0.913 -2.747
```

Summary:
2S+1 = 1
LUMO level (spin up / spin down) = 0.21 / 0.21 eV
HOMO energy (spin up / spin down) = -7.18 / -7.18 eV
Total charge = 0

These are the Löwdin partial charges, in e, on atoms 1 to 5: atom 1 (C): -0.075, atom 2 (C): -0.229, atom 3 (C): -0.199, atom 4 (C): -0.242, atom 5 (C): -0.277

=====

Run Q
The following is a DFT calculation (wB97M-V/def2-TZVPD) of one molecule with the formula C7H17NOSi.

Geometry as XYZ:
```
27
Properties=species:S:1:pos:R:3
C -2.778 -2.201 0.915
C -1.530 -1.750 0.641
Si -1.372 0.131 0.096
O -2.039 0.267 -1.451
C -1.935 -0.636 -2.601
N 0.694 0.484 0.132
C 1.071 1.668 -0.628
C 2.507 1.495 -1.203
C 1.176 0.605 1.491
C 0.583 -0.308 2.559
H -3.022 -3.337 0.908
H -3.707 -1.635 1.010
H -0.814 -2.506 0.420
H -2.010 1.270 0.713
H -0.937 -0.783 -2.686
H -2.509 -0.183 -3.412
H -2.570 -1.459 -2.485
H 0.906 2.506 0.068
H 0.437 1.718 -1.486
H 2.759 2.429 -1.655
H 3.309 1.251 -0.401
H 2.422 0.762 -1.997
H 1.159 1.641 1.762
H 2.268 0.293 1.445
H -0.303 -0.113 3.147
H 0.606 -1.252 2.212
H 1.214 -0.302 3.495
```

Summary:
2S+1 = 1
LUMO level = 0.98 eV
HOMO energy = -8.00 eV
Structure (SMILES) = C=C[Si@H](OC)N(CC)CC
Total charge = 0

These are the Löwdin partial charges, in e, on atoms 1 to 5: atom 1 (C): -0.089, atom 2 (C): -0.227, atom 3 (Si): 0.715, atom 4 (O): -0.336, atom 5 (C): -0.080

=====

Which structure is the least stable? The one labeled run P.

=====

Run P
The following is a DFT calculation (wB97M-V/def2-TZVPD) of one molecule with the formula C5H9N.

Geometry as XYZ:
```
15
Properties=species:S:1:pos:R:3
C -1.152 -1.564 -0.907
C -0.460 -1.383 0.139
C 0.193 -0.677 1.042
C -0.247 0.794 1.037
C -0.180 1.177 -0.497
N 1.377 0.934 -0.665
H -1.441 -1.704 -1.947
H 0.273 -1.066 2.056
H 1.289 -0.442 0.706
H -1.197 0.651 1.746
H 0.632 1.305 1.362
H -0.865 0.818 -1.140
H -0.277 2.336 -0.595
H 1.368 1.477 -1.589
H 1.659 0.006 -0.831
```

Summary:
2S+1 = 1
LUMO level = 1.02 eV
HOMO energy = -9.21 eV
Structure (SMILES) = C#CCCCN
Total charge = 0

These are the Löwdin partial charges, in e, on atoms 1 to 5: atom 1 (C): 0.128, atom 2 (C): -0.196, atom 3 (C): -0.331, atom 4 (C): -0.174, atom 5 (C): -0.208

=====

Run Q
The following is a DFT calculation (wB97M-V/def2-TZVPD) of one molecule with the formula C5H9N.

Geometry as XYZ:
```
15
Properties=species:S:1:pos:R:3
C -1.620 -0.327 -1.181
C -0.940 -0.807 -0.098
N -1.573 -1.809 0.678
C 0.175 -0.089 0.559
C 0.877 0.880 -0.032
C 2.313 1.352 0.186
H -2.332 -1.050 -1.542
H -1.290 0.427 -1.892
H -2.069 -1.454 1.483
H -2.188 -2.395 0.140
H 0.329 -0.485 1.573
H 0.266 1.611 -0.579
H 2.708 0.623 0.903
H 2.789 1.188 -0.772
H 2.555 2.335 0.573
```

Summary:
2S+1 = 1
LUMO level = 0.68 eV
HOMO energy = -7.99 eV
Structure (SMILES) = C=C(N)/C=C/C
Total charge = 0

These are the Löwdin partial charges, in e, on atoms 1 to 5: atom 1 (C): 0.037, atom 2 (C): -0.401, atom 3 (N): 0.038, atom 4 (C): -0.091, atom 5 (C): -0.159

=====

Run R
The following is a DFT calculation (wB97M-V/def2-TZVPD) of C5H9N as an isolated structure.

Geometry as XYZ:
```
15
Properties=species:S:1:pos:R:3
C 1.124 0.220 0.279
C -0.126 -1.121 -0.263
C -0.999 -0.046 0.585
C 2.573 0.566 0.128
C -2.032 0.751 -0.211
N 0.166 0.890 0.672
H -0.338 -1.239 -1.318
H -0.165 -2.095 0.140
H -1.314 -0.377 1.631
H 2.708 1.658 0.303
H 3.062 0.266 -0.821
H 2.954 -0.008 0.882
H -2.028 0.184 -1.197
H -1.566 1.780 -0.192
H -3.063 0.785 0.222
```

Summary:
2S+1 = 1
LUMO level = 1.07 eV
HOMO energy = -8.70 eV
Total charge = 0

These are the Löwdin partial charges, in e, on atoms 1 to 5: atom 1 (C): -0.218, atom 2 (C): 0.024, atom 3 (C): -0.374, atom 4 (C): -0.044, atom 5 (C): -0.088

=====

Which structure is the least stable? The one labeled run P.

=====

Run P
The following is a DFT calculation (wB97M-V/def2-TZVPD) of one molecule with the formula C5H9N.

Geometry as XYZ:
```
15
Properties=species:S:1:pos:R:3
C -2.209 1.256 -0.174
C -0.859 1.488 -0.284
C 0.163 0.457 -0.017
N 1.635 1.039 -0.202
C 0.005 -0.850 0.492
C 0.868 -2.109 0.351
H -2.424 0.318 0.320
H -2.983 1.851 -0.442
H -0.591 2.613 -0.476
H 2.291 0.355 -0.732
H 1.599 1.936 -0.721
H -0.891 -1.131 1.023
H 2.031 -1.904 0.200
H 0.720 -2.665 1.259
H 0.646 -2.654 -0.597
```

Summary:
2S+1 = 1
LUMO level = 0.57 eV
HOMO energy = -7.89 eV
Structure (SMILES) = C=C/C(N)=C/C
Total charge = 0

These are the Löwdin partial charges, in e, on atoms 1 to 5: atom 1 (C): 0.027, atom 2 (C): -0.151, atom 3 (C): -0.258, atom 4 (N): 0.018, atom 5 (C): -0.128

=====

Run Q
The following is a DFT calculation (wB97M-V/def2-TZVPD) of one molecule with the formula C5H9N.

Geometry as XYZ:
```
15
Properties=species:S:1:pos:R:3
C -1.642 2.412 0.652
C -1.054 1.403 0.032
C 0.226 0.737 0.480
N 0.637 -0.301 -0.496
C 0.678 -1.625 0.008
C 1.044 -2.670 -0.725
H -2.560 2.827 0.255
H -1.274 2.841 1.577
H -1.362 1.082 -0.959
H 1.075 1.406 0.503
H 0.104 0.388 1.494
H 1.526 -0.068 -0.909
H 0.247 -1.765 0.995
H 1.397 -2.595 -1.749
H 1.161 -3.694 -0.384
```

Summary:
2S+1 = 1
LUMO level = 1.16 eV
HOMO energy = -8.36 eV
Structure (SMILES) = C=CCNC=C
Total charge = 0

These are the Löwdin partial charges, in e, on atoms 1 to 5: atom 1 (C): -0.015, atom 2 (C): -0.171, atom 3 (C): -0.223, atom 4 (N): -0.054, atom 5 (C): -0.239

=====

Which structure is the least stable? The one labeled run P.

=====

Run P
The following is a DFT calculation (wB97M-V/def2-TZVPD) of C5H9N as an isolated structure.

Geometry as XYZ:
```
15
Properties=species:S:1:pos:R:3
C -0.993 -1.460 -0.554
C 0.107 -0.838 0.452
C 0.203 0.537 -0.185
C 0.964 0.945 -1.282
C 0.019 1.512 1.463
N -0.790 1.411 0.426
H -1.965 -0.961 -0.484
H -0.471 -1.319 -1.563
H -1.083 -2.604 -0.454
H 0.971 -1.489 0.505
H -0.347 -0.813 1.500
H 0.640 1.612 -2.061
H 1.872 0.492 -1.575
H 1.007 1.990 1.394
H -0.134 0.986 2.419
```

Summary:
2S+1 = 1
LUMO level = -0.56 eV
HOMO energy = -8.43 eV
Total charge = 0

These are the Löwdin partial charges, in e, on atoms 1 to 5: atom 1 (C): -0.093, atom 2 (C): -0.192, atom 3 (C): -0.458, atom 4 (C): 0.077, atom 5 (C): -0.054

=====

Run Q
The following is a DFT calculation (wB97M-V/def2-TZVPD) of one molecule with the formula C5H9N.

Geometry as XYZ:
```
15
Properties=species:S:1:pos:R:3
H -0.429 -0.589 2.407
N 0.199 -1.309 2.046
C 0.229 -1.374 0.769
C -0.954 -0.756 -0.233
C -0.047 0.338 -0.618
C 1.048 0.090 -1.395
C -0.171 1.638 0.128
H 0.813 -2.140 0.251
H -1.120 -1.500 -1.013
H -1.831 -0.438 0.329
H 1.780 0.866 -1.587
H 1.101 -0.783 -2.038
H -1.209 1.853 0.398
H 0.164 2.480 -0.486
H 0.428 1.626 1.043
```

Summary:
2S+1 = 1
LUMO level = 1.01 eV
HOMO energy = -8.62 eV
Structure (SMILES) = [H]/N=C\CC(=C)C
Total charge = 0

These are the Löwdin partial charges, in e, on atoms 1 to 5: atom 1 (H): 0.042, atom 2 (N): 0.075, atom 3 (C): -0.211, atom 4 (C): -0.103, atom 5 (C): -0.431

=====

Run R
The following is a DFT calculation (wB97M-V/def2-TZVPD) of a 2-piece molecular cluster, C5H9N overall.

Geometry as XYZ:
```
15
Properties=species:S:1:pos:R:3
C -0.173 -1.391 0.031
C -0.194 0.098 -0.145
C -0.078 0.590 -1.557
C -0.487 0.943 0.851
C -0.762 0.493 2.184
N -1.004 0.116 3.254
H -0.111 -1.699 1.077
H 0.622 -1.899 -0.530
H -1.129 -1.752 -0.367
H -1.018 0.316 -2.052
H 0.730 0.105 -2.118
H 0.033 1.675 -1.640
H -0.581 2.008 0.663
H 2.312 0.022 -0.045
H 1.840 0.375 0.393
```

Summary:
2S+1 = 1
LUMO level = 0.75 eV
HOMO energy = -9.71 eV
Structure (SMILES) = CC(C)=CC#N.[H][H]
Total charge = 0

These are the Löwdin partial charges, in e, on atoms 1 to 5: atom 1 (C): -0.065, atom 2 (C): -0.440, atom 3 (C): -0.070, atom 4 (C): -0.113, atom 5 (C): -0.235

=====

Run S
The following is a DFT calculation (wB97M-V/def2-TZVPD) of one molecule with the formula C5H9N.

Geometry as XYZ:
```
15
Properties=species:S:1:pos:R:3
C -2.750 -0.166 0.242
C -1.260 -0.310 -0.227
C -0.425 0.732 -0.174
C 1.052 0.534 -0.285
C 2.052 0.068 0.733
N 1.477 -0.811 -0.376
H -3.379 -0.707 -0.418
H -2.915 -0.494 1.206
H -3.020 0.977 0.429
H -0.778 -1.439 -0.283
H -0.833 1.739 -0.365
H 1.467 1.355 -0.994
H 3.212 0.240 0.753
H 1.699 -0.330 1.654
H 2.196 -0.809 -1.091
```

Summary:
2S+1 = 1
LUMO level = 1.10 eV
HOMO energy = -8.98 eV
Structure (SMILES) = C/C=C/[C@H]1CN1
Total charge = 0

These are the Löwdin partial charges, in e, on atoms 1 to 5: atom 1 (C): -0.104, atom 2 (C): -0.142, atom 3 (C): -0.122, atom 4 (C): -0.407, atom 5 (C): -0.094

=====

Which structure is the least stable? The one labeled run P.

=====

Run P
The following is a DFT calculation (wB97M-V/def2-TZVPD) of one molecule with the formula C5H9N.

Geometry as XYZ:
```
15
Properties=species:S:1:pos:R:3
C -0.895 -1.158 -0.122
N -1.469 0.126 0.249
C -0.633 1.155 -0.171
C 0.747 0.616 -0.505
C 1.444 -0.091 0.607
C 0.609 -0.853 -0.379
H -1.517 -1.530 -1.026
H -0.977 -1.907 0.676
H -1.458 0.208 1.319
H -1.042 1.740 -1.064
H -0.616 2.005 0.562
H 1.395 1.104 -1.296
H 0.835 0.266 1.542
H 2.500 -0.094 0.649
H 1.078 -1.587 -1.042
```

Summary:
2S+1 = 1
LUMO level = 1.16 eV
HOMO energy = -8.93 eV
Structure (SMILES) = C1NC[C@H]2C[C@@H]12
Total charge = 0

These are the Löwdin partial charges, in e, on atoms 1 to 5: atom 1 (C): -0.176, atom 2 (N): -0.087, atom 3 (C): -0.280, atom 4 (C): -0.269, atom 5 (C): -0.077

=====

Run Q
The following is a DFT calculation (wB97M-V/def2-TZVPD) of one molecule with the formula C5H9N.

Geometry as XYZ:
```
15
Properties=species:S:1:pos:R:3
C -2.758 0.300 -0.028
C -1.516 -0.184 -0.040
C -0.338 0.637 -0.021
C 0.930 0.183 -0.020
C 1.294 -1.274 -0.029
N 2.004 1.053 -0.082
H -3.621 -0.343 -0.038
H -2.949 1.360 -0.007
H -1.368 -1.256 -0.059
H -0.503 1.707 -0.010
H 2.370 -1.396 -0.129
H 0.814 -1.784 -0.861
H 0.973 -1.754 0.895
H 1.795 2.020 0.114
H 2.872 0.731 0.315
```

Summary:
2S+1 = 1
LUMO level = 1.03 eV
HOMO energy = -7.39 eV
Structure (SMILES) = C=C/C=C(\C)N
Total charge = 0

These are the Löwdin partial charges, in e, on atoms 1 to 5: atom 1 (C): -0.017, atom 2 (C): -0.208, atom 3 (C): -0.116, atom 4 (C): -0.395, atom 5 (C): -0.043

=====

Run R
The following is a DFT calculation (wB97M-V/def2-TZVPD) of one molecule with the formula C5H9N.

Geometry as XYZ:
```
15
Properties=species:S:1:pos:R:3
C 1.932 0.039 -0.033
N 0.487 -0.076 -0.355
C -0.317 1.120 0.010
C -1.718 0.647 -0.039
C -1.752 -0.646 -0.031
C -0.296 -1.241 -0.018
H 2.338 0.997 -0.286
H 2.613 -0.658 -0.570
H 2.063 -0.233 1.072
H -0.024 1.980 -0.623
H -0.055 1.407 1.069
H -2.518 1.524 -0.282
H -2.668 -1.277 -0.138
H -0.164 -1.924 -0.809
H 0.077 -1.659 1.032
```

Summary:
2S+1 = 1
LUMO level = 1.18 eV
HOMO energy = -8.05 eV
Structure (SMILES) = CN1CC=CC1
Total charge = 0

These are the Löwdin partial charges, in e, on atoms 1 to 5: atom 1 (C): -0.090, atom 2 (N): -0.248, atom 3 (C): -0.225, atom 4 (C): -0.136, atom 5 (C): -0.086

=====

Which structure is the least stable? The one labeled run R.